1.
Formula: C27H63N12O6P3
Source: the OMol25 dataset
Level of theory: ωB97M-V/def2-TZVPD

Last column: Mulliken charge in e.
Cartesian coordinates (Å):
C -4.22747 4.93233 2.97244  -0.6630
O -2.83395 4.94459 3.27817  -0.4328
C -2.29887 3.65704 3.48421  -0.4437
C -2.63926 3.03459 4.86905  0.3040
C -1.67118 1.87241 5.06580  -0.2869
N -0.84137 1.08703 5.18054  -0.4701
C -2.41972 3.98280 6.08210  1.5209
C -3.49034 5.07230 6.18622  -0.3122
N -4.04578 6.07830 6.15961  -0.5282
C -0.98955 4.57336 6.19614  -0.8437
C -0.95322 6.13239 6.06492  -0.0789
O -0.45520 6.60609 5.08589  -0.4355
O -2.59795 3.14039 7.29726  -0.4689
C -3.89014 3.10390 7.62462  0.4962
N -4.92192 2.91719 8.10249  -0.4673
H -4.36918 5.54619 2.06510  0.2603
H -4.81841 5.42857 3.76949  0.3053
H -4.65019 3.92089 2.86341  0.2628
H -2.74049 2.98282 2.71614  0.2524
H -1.21502 3.65602 3.27577  0.3945
H -3.65308 2.60582 4.94379  0.5688
H -0.25793 4.09220 5.53051  0.3308
H -0.63697 4.36793 7.22850  0.3699
H -1.36629 6.73875 6.90186  0.4148
C -2.79249 3.08318 -2.95216  -0.8543
N -2.55552 2.22679 -1.80200  0.1963
C -1.20217 1.68440 -1.91654  -1.2317
P -3.70739 1.14704 -1.05144  0.9276
O -3.06212 1.28182 0.32470  -0.7398
N -5.14485 2.03451 -0.61541  0.2918
C -5.41870 3.37994 -1.08233  -1.3362
C -5.51300 1.94751 0.79264  -1.2650
N -4.37816 0.80185 -2.65988  -0.0629
C -5.83069 0.56528 -2.79069  -0.9645
C -3.75144 -0.45154 -3.17357  -1.0935
H -2.94337 2.52600 -3.88581  0.3003
H -1.93348 3.74157 -3.10599  0.3831
H -3.63066 3.75934 -2.81631  0.1994
H -1.11425 1.00062 -2.77175  0.3268
H -0.91747 1.13789 -1.01626  0.2508
H -0.46856 2.48130 -2.05310  0.3916
H -4.66837 4.10022 -0.73040  0.3022
H -6.39884 3.71409 -0.72983  0.4266
H -5.49058 3.42814 -2.16865  0.4167
H -4.90972 2.62290 1.40626  0.2848
H -5.38954 0.93435 1.17043  0.3337
H -6.56456 2.21065 0.93941  0.4532
H -6.19912 -0.15897 -2.06139  0.3525
H -6.05531 0.18795 -3.79216  0.3676
H -6.40816 1.48015 -2.69660  0.2755
H -4.03942 -1.31568 -2.56662  0.3639
H -2.66136 -0.39133 -3.14915  0.2715
H -4.03926 -0.64014 -4.20706  0.3882
C 4.30657 -3.69559 1.82871  -0.8831
N 4.26706 -2.25060 1.96640  0.1349
C 5.56153 -1.79844 2.47805  -1.1610
P 2.91714 -1.29718 2.51761  1.0096
O 3.26786 -0.02476 1.76151  -0.8491
N 1.48986 -1.64555 1.58125  0.3689
C 1.39605 -2.77412 0.67544  -1.4096
C 0.85518 -0.49732 0.93751  -1.3764
N 2.44100 -2.52113 3.70912  -0.0819
C 1.00509 -2.70148 4.00630  -0.8410
C 3.05272 -2.16554 5.02177  -1.0336
H 4.26630 -4.22530 2.78949  0.2744
H 5.23529 -3.99552 1.33455  0.4057
H 3.52063 -4.08448 1.18841  0.1729
H 5.73841 -2.14534 3.50586  0.3481
H 5.62570 -0.70948 2.47052  0.3133
H 6.37910 -2.17295 1.85812  0.3632
H 2.11613 -2.69899 -0.14973  0.3182
H 0.39540 -2.84115 0.24033  0.4703
H 1.52519 -3.72639 1.19223  0.3884
H 1.37390 -0.21290 0.01261  0.2833
H 0.83304 0.36417 1.60169  0.4214
H -0.18364 -0.72376 0.68118  0.5237
H 0.50268 -1.75388 4.21126  0.2691
H 0.88744 -3.34856 4.88037  0.3741
H 0.47869 -3.20985 3.20395  0.2405
H 2.63847 -1.22978 5.41091  0.3523
H 4.13262 -2.02675 4.93351  0.2373
H 2.88940 -2.95174 5.75818  0.3836
C 4.10244 -0.84439 -5.30022  -0.8463
N 3.36451 -1.52934 -4.25293  0.1231
C 3.74063 -0.94033 -2.96371  -1.0600
P 3.00626 -3.23532 -4.17325  0.9074
O 1.72441 -3.02438 -3.37695  -0.7726
N 2.20361 -3.75264 -5.63365  0.1894
C 2.13026 -2.92987 -6.82553  -1.2511
C 0.90554 -4.40036 -5.45008  -1.0197
N 4.59559 -3.58395 -4.88642  -0.0398
C 4.72943 -4.73921 -5.79722  -0.9618
C 5.55533 -3.87090 -3.78139  -1.0394
H 5.16641 -1.11338 -5.33027  0.2897
H 4.04841 0.23641 -5.14446  0.3919
H 3.68150 -0.99674 -6.28923  0.1880
H 4.78961 -1.14669 -2.71108  0.2861
H 3.11499 -1.32712 -2.15805  0.1714
H 3.61188 0.14365 -2.97697  0.3970
H 1.57066 -2.00130 -6.65285  0.3161
H 1.63757 -3.47492 -7.63571  0.4318
H 3.11875 -2.69346 -7.21980  0.3410
H 0.10315 -3.67000 -5.28670  0.2834
H 0.92300 -5.08604 -4.60536  0.3241
H 0.64806 -4.99044 -6.33400  0.3348
H 4.29154 -5.64825 -5.37962  0.3519
H 5.78704 -4.92991 -6.00012  0.3698
H 4.28374 -4.55193 -6.76963  0.2707
H 5.28579 -4.79040 -3.25144  0.3815
H 5.56506 -3.06620 -3.04328  0.2290
H 6.57203 -3.97197 -4.15951  0.3893

As for the electronic energy: -87043.527 eV. Its structure (SMILES) is COC[C@@H](C#N)[C@](C#N)(CC=O)OC#N.CN(C)P(=O)(N(C)C)N(C)C.CN(C)P(=O)(N(C)C)N(C)C.CN(C)P(=O)(N(C)C)N(C)C.

---

2.
Formula: C27H63N4O16PS2
Source: the OMol25 dataset
Level of theory: ωB97M-V/def2-TZVPD

Last column: Mulliken charge in e.
Cartesian coordinates (Å):
H -2.50896 7.21930 -1.89560  0.2752
N -3.34956 6.63438 -1.86201  -0.6749
C -2.97580 5.42808 -1.78126  -0.1326
C -1.53956 4.93785 -1.74578  -1.1800
C -0.89785 4.75744 -0.33513  1.0539
S -1.27652 6.24546 0.70665  -0.3070
C 0.66475 4.69577 -0.57777  0.7025
C 1.43281 5.47963 0.47320  -0.6984
O 2.05596 6.46379 0.15662  -0.5538
O -1.22486 3.54284 0.29224  0.7009
C -2.37353 3.52007 1.07886  -1.4189
O -2.00653 3.79130 2.46166  -0.3411
N -0.61496 3.60527 2.72673  0.3542
O -0.46608 3.12528 3.77522  -0.4055
C -3.00344 2.08971 1.10550  0.2692
N -1.93915 1.10136 1.29175  -0.7056
C -2.26116 -0.07198 1.41811  0.7184
S -2.80742 -1.52181 1.38347  -0.3122
N -3.91205 1.79875 0.03268  -0.1212
C -3.34537 1.71553 -1.30143  -0.4763
O -2.55854 0.56579 -1.45774  -0.2151
C -1.61378 0.75038 -2.51898  -1.1984
C -0.23098 1.21380 -2.00157  0.5304
O 0.74830 0.23847 -2.27942  -0.5397
C 1.35043 -0.33073 -1.12139  -0.0662
C 2.64912 0.37992 -0.79694  -0.8385
O 2.43402 1.77073 -0.56174  -0.0583
C 3.66005 2.48053 -0.73320  -0.4788
C 3.70741 3.72450 0.15285  -0.8842
P -4.08109 2.04226 2.67104  0.9988
O -5.12539 1.03234 2.48884  -0.7850
O -3.22625 1.69148 3.97903  -0.4561
O -4.81652 3.46962 2.85844  -0.5401
H -3.77720 4.68114 -1.76839  0.3931
H -0.93329 5.62913 -2.33187  0.8816
H -1.48628 3.97406 -2.26387  -0.0407
H -0.68651 7.23563 0.01064  0.2598
H 0.91487 5.07832 -1.56343  0.3876
H 0.92979 3.63215 -0.54612  -0.5597
H 1.42525 5.14391 1.52263  0.4166
H -3.15612 4.21077 0.75868  0.5449
H -4.74290 2.37226 0.05185  0.4601
H -2.80282 2.63363 -1.55668  -0.0432
H -4.19729 1.65853 -1.99609  0.4798
H -2.00157 1.44006 -3.27847  0.3300
H -1.51963 -0.22461 -2.99915  0.4363
H 0.02026 2.17482 -2.46695  0.2315
H -0.34320 1.40947 -0.93230  0.1186
H 0.65599 -0.37134 -0.27772  0.0075
H 1.59890 -1.36376 -1.37857  0.3443
H 3.31180 0.28360 -1.66365  0.5021
H 3.10434 -0.09440 0.08243  0.3236
H 4.50478 1.83682 -0.46508  0.5394
H 3.75332 2.75747 -1.78999  0.2503
H 3.28508 4.56961 -0.39287  0.2036
H 4.72432 3.96658 0.45944  0.3145
H 3.11871 3.57435 1.06123  0.1614
H -2.34114 1.36084 3.77387  0.3588
H -4.47802 3.94147 3.63242  0.3220
C -2.11515 -3.54260 -2.86824  -0.8220
C -0.59748 -3.49417 -2.84830  -0.1648
O -0.12506 -3.37175 -1.50731  -0.2847
H -2.52821 -2.64193 -2.40800  0.0947
H -2.49247 -3.62305 -3.88573  0.2096
H -2.47863 -4.39564 -2.29009  0.3052
H -0.23351 -2.62980 -3.40401  0.3688
H -0.17581 -4.39509 -3.29977  0.2043
H -0.43367 -4.13940 -1.01215  0.0981
C -0.72001 -6.69435 2.11788  -1.0053
C -1.58990 -5.69956 1.37684  -0.0910
O -1.39660 -5.80113 -0.03539  -0.4161
H 0.33089 -6.52473 1.87788  0.1322
H -0.85385 -6.60697 3.19647  0.3471
H -0.95840 -7.71803 1.81899  0.3397
H -1.33250 -4.68003 1.66088  0.2032
H -2.64761 -5.86273 1.60373  0.2898
H -1.63298 -6.69265 -0.30734  0.2318
C -2.90610 -0.96936 5.91719  -0.7130
C -3.03256 -1.54041 7.31685  -0.4200
O -1.94613 -1.13595 8.14782  -0.5223
H -1.96696 -1.29011 5.46152  0.2913
H -3.73306 -1.29154 5.28262  0.3188
H -2.89794 0.12144 5.94564  0.2061
H -3.02103 -2.62903 7.29032  0.3051
H -3.97262 -1.21832 7.77716  0.2737
H -1.95347 -0.17543 8.19045  0.2941
C -1.98653 -6.98660 -5.66674  -1.0157
C -2.29959 -5.53886 -5.99671  -0.2305
O -1.21905 -4.67977 -5.63983  -0.4382
H -1.77550 -7.09514 -4.60198  0.2214
H -2.82125 -7.63875 -5.92809  0.3475
H -1.10027 -7.32359 -6.20971  0.3235
H -3.17160 -5.20076 -5.43860  0.2857
H -2.51002 -5.42708 -7.06542  0.2854
H -0.44575 -4.96346 -6.13683  0.2690
C 3.86415 -6.01104 -0.30353  -0.9414
C 3.67781 -5.76032 1.18212  -0.2131
O 2.96884 -4.54434 1.40013  -0.4883
H 4.40705 -5.18384 -0.76141  0.2524
H 4.41640 -6.93571 -0.48111  0.3453
H 2.89663 -6.08176 -0.80658  0.2545
H 4.64319 -5.67246 1.67814  0.3117
H 3.12868 -6.58603 1.64898  0.2164
H 2.11356 -4.62895 0.96656  0.2665
C 8.66105 3.78307 1.00241  -1.0000
C 7.94924 4.62448 -0.04097  -0.2214
O 6.89699 5.39264 0.53741  -0.4837
H 7.95594 3.11273 1.49529  0.2645
H 9.45568 3.18692 0.55123  0.3230
H 9.10040 4.41769 1.77565  0.3204
H 7.49545 3.98855 -0.80016  0.2512
H 8.65567 5.29919 -0.53566  0.3056
H 7.28507 5.96890 1.20236  0.2745

As for the electronic energy: -98694.246 eV. The value obtained for the energy above the lowest of the compared OMol25 structures with the same formula, charge and spin is 47.4 kJ/mol. Its structure (SMILES) is [H]/N=C\C[C@](S)(CC=O)O[C@H](ON=O)[C@](N=C=S)(NCOCCOCCOCC)P(=O)(O)O.CCO.CCO.CCO.CCO.CCO.CCO.

---

Number 1: highest occupied orbital energy -7.96 eV, frontier orbital gap 7.20 eV. Number 2: highest occupied orbital energy -9.18 eV, frontier orbital gap 8.82 eV.